DFT (the ωB97M-V functional and the def2-TZVPD basis) results for a molecular structure, C23H21CaN2O3 in a non-equilibrium geometry.

Cartesian coordinates (Å):
Ca 1.585 1.697 0.231
O 3.965 0.874 -0.025
C 4.400 1.537 1.169
C 4.666 0.569 2.313
C 3.450 -0.289 2.700
C 2.329 0.483 3.346
C 2.208 0.540 4.725
C 1.124 1.190 5.294
C 0.175 1.749 4.449
C 0.374 1.666 3.088
N 1.434 1.064 2.532
H 4.568 0.153 -0.213
H 3.611 2.244 1.418
H 5.306 2.114 0.965
H 5.004 1.138 3.182
H 5.479 -0.103 2.017
H 3.783 -1.059 3.398
H 3.056 -0.793 1.816
H 2.951 0.064 5.353
H 1.013 1.244 6.369
H -0.706 2.229 4.849
H -0.347 2.077 2.387
O 2.804 5.242 0.832
N 2.531 4.070 0.744
O 1.515 3.765 0.034
C -0.040 0.648 -0.843
C -0.945 -0.010 -1.367
C -1.963 -0.775 -1.986
C -2.231 -2.089 -1.487
C -1.393 -2.680 -0.501
C -1.618 -3.951 -0.014
C -2.696 -4.715 -0.458
C -3.565 -4.142 -1.381
C -3.353 -2.868 -1.875
C -2.609 -0.165 -3.138
C -3.107 -0.898 -4.236
C -3.623 -0.268 -5.356
C -3.683 1.118 -5.436
C -3.212 1.865 -4.360
C -2.692 1.242 -3.242
H -0.562 -2.093 -0.130
H -0.946 -4.359 0.736
H -2.856 -5.724 -0.094
H -4.437 -4.699 -1.708
H -4.090 -2.443 -2.544
H -3.045 -1.978 -4.229
H -3.965 -0.868 -6.194
H -4.073 1.605 -6.323
H -3.252 2.949 -4.394
H -2.319 1.832 -2.414

Summary:
LUMO level ... 1.770 eV
DFT total energy ... -1901.82293 hartree
Energy relative to the best compared isomer or geometry (same formula, charge and spin) ... 81.6 kJ/mol
Total charge ... -1
Kohn-Sham gap ... 3.4 eV